No. 1
Here is C43H35CuGeOPTe as an isolated structure from the Open Molecules 2025 dataset. Energies are from the ωB97M-V functional and the def2-TZVPD basis.

Output
Net charge = +1
Calculated total energy = -6061.3192 Eh
Energy above the lowest of the compared OMol25 structures with the same formula, charge and spin = 0.000 eV
Orbital gap = 0.22846 Eh
LUMO level = -3.9 eV

Each line ends with the Mulliken charge.
Cartesian coordinates (Å):
Cu: 0.55017 0.84776 -0.12863  -0.79
O: -1.22646 -1.01133 1.14249  -0.50
C: -1.08510 0.01001 0.58031  -0.06
C: -2.20185 0.87820 0.04854  1.07
C: -3.39835 0.88036 0.75880  -0.89
C: -4.44907 1.66716 0.32050  -0.60
C: -4.31286 2.43314 -0.83138  -0.76
C: -3.12735 2.41480 -1.55231  -0.23
C: -2.06047 1.63623 -1.12389  -0.78
P: -0.46408 1.55867 -2.01537  2.14
C: -0.64799 0.32819 -3.32672  0.39
C: -1.84643 -0.32848 -3.57895  -0.39
C: -1.90748 -1.29434 -4.57864  -0.73
C: -0.77785 -1.60014 -5.32184  -0.59
C: 0.42535 -0.95064 -5.06668  -0.73
C: 0.49195 0.00753 -4.06755  -0.19
C: -0.29024 3.16603 -2.80955  0.29
C: -0.49739 3.34933 -4.17297  -0.33
C: -0.37511 4.62185 -4.72030  -0.65
C: -0.04834 5.70241 -3.91177  -0.61
C: 0.15871 5.51979 -2.54891  -0.66
C: 0.04573 4.25224 -1.99863  -0.41
H: -3.48821 0.27188 1.65102  0.53
H: -5.37545 1.68674 0.88129  0.42
H: -5.13693 3.04805 -1.17182  0.44
H: -3.02776 3.00888 -2.45397  0.53
H: -2.73161 -0.09764 -2.99561  0.37
H: -2.84243 -1.80716 -4.77426  0.43
H: -0.83024 -2.35354 -6.10143  0.40
H: 1.31356 -1.20299 -5.63592  0.44
H: 1.43444 0.50545 -3.86111  0.52
H: -0.75576 2.50839 -4.80528  0.37
H: -0.53950 4.76839 -5.78085  0.44
H: 0.04927 6.69161 -4.34531  0.39
H: 0.41287 6.36386 -1.91782  0.50
H: 0.21762 4.10588 -0.93646  0.37
Ge: 1.68733 0.72797 1.88358  1.94
C: 2.26197 2.38802 1.03998  0.50
C: 2.78356 2.33420 -0.26978  -0.15
C: 3.14140 3.49968 -0.94821  -0.85
C: 2.98296 4.72547 -0.32355  -0.57
C: 2.45241 4.79580 0.96533  -0.66
C: 2.07531 3.64261 1.63641  -0.56
C: 3.09160 -0.59269 2.01898  -0.22
C: 3.25806 -1.24415 3.24131  -0.50
C: 4.31355 -2.12899 3.42985  -0.71
C: 5.21310 -2.36568 2.40078  -0.56
C: 5.05377 -1.72598 1.17571  -0.72
C: 3.99077 -0.85388 0.97886  0.21
H: 1.09286 0.96527 3.27604  -0.24
H: 2.97517 1.37548 -0.75360  0.36
H: 3.55435 3.44420 -1.94837  0.44
H: 3.27527 5.63453 -0.83841  0.45
H: 2.33906 5.75832 1.45027  0.41
H: 1.65744 3.71549 2.63525  0.38
H: 2.56752 -1.05828 4.05722  0.31
H: 4.43478 -2.62819 4.38490  0.41
H: 6.04042 -3.05112 2.55074  0.42
H: 5.76049 -1.90641 0.37217  0.47
H: 3.87943 -0.38106 0.01132  0.33
Te: 0.94570 -2.54989 -1.08313  0.37
C: 0.31097 -4.52901 -0.75429  0.26
C: -0.77795 -5.02856 -1.46488  -0.35
C: -1.16922 -6.35155 -1.28002  -0.56
C: -0.48077 -7.16305 -0.38577  -0.49
C: 0.60113 -6.65575 0.32635  -0.53
C: 0.99797 -5.33492 0.14895  -0.49
C: 2.38298 -3.10734 -2.52973  0.15
C: 3.74112 -3.05371 -2.22857  -0.29
C: 4.67951 -3.46941 -3.17063  -0.44
C: 4.26318 -3.94755 -4.40650  -0.48
C: 2.90469 -4.01033 -4.70417  -0.68
C: 1.96519 -3.58592 -3.77181  -0.51
H: -1.31327 -4.39446 -2.16168  0.44
H: -2.01270 -6.74642 -1.83639  0.39
H: -0.79060 -8.19259 -0.23952  0.37
H: 1.13899 -7.28913 1.02408  0.39
H: 1.84434 -4.94143 0.70031  0.42
H: 4.06609 -2.70801 -1.25598  0.34
H: 5.73678 -3.43036 -2.93062  0.41
H: 4.99505 -4.28072 -5.13528  0.39
H: 2.57586 -4.39388 -5.66452  0.43
H: 0.90707 -3.63601 -4.00673  0.46

=====

No. 2
Here is C43H35GeN2O3RhS3 as an isolated structure from the Open Molecules 2025 dataset. Energies are from the ωB97M-V functional and the def2-TZVPD basis.

Output
Net charge = -2
Calculated total energy = -5376.7286 Eh
Energy above the lowest of the compared OMol25 structures with the same formula, charge and spin = 1.218 eV
Orbital gap (alpha / beta) = 0.16012 / 0.14883 Eh
LUMO level (alpha / beta) = 4.1 / 4.1 eV

Each line ends with the Mulliken charge.
Cartesian coordinates (Å):
Rh: 0.82999 -1.29987 0.77784  0.43
S: 2.12735 -2.84773 1.87440  -0.37
C: 1.46323 -4.37732 1.33097  0.45
C: 2.04206 -5.57323 1.77798  -0.65
C: 1.57681 -6.81397 1.37321  -0.41
C: 0.49399 -6.88652 0.50059  -0.53
C: -0.09661 -5.71327 0.05732  -0.68
C: 0.36603 -4.45272 0.45232  0.35
S: -0.44195 -3.01492 -0.15333  -0.41
H: 2.88312 -5.50632 2.46053  0.34
H: 2.05490 -7.71739 1.73826  0.31
H: 0.11035 -7.84616 0.16993  0.31
H: -0.94431 -5.75429 -0.61891  0.35
O: -0.14493 0.44771 -0.41869  -0.05
N: 0.32860 1.61407 -0.58293  -0.94
N: 1.44256 1.84649 0.02390  2.10
O: 2.07022 1.00509 0.77111  -0.97
C: 1.99027 3.14418 -0.17227  0.08
C: 3.25528 3.39123 0.34454  -0.58
C: 3.83683 4.63943 0.16806  -0.78
C: 3.16395 5.64208 -0.51385  -0.45
C: 1.89185 5.38428 -1.01741  -1.04
C: 1.29964 4.14603 -0.85264  0.04
H: 3.74172 2.58636 0.87710  0.43
H: 4.82447 4.82764 0.57319  0.37
H: 3.61678 6.61774 -0.64455  0.37
H: 1.35045 6.16349 -1.54143  0.39
H: 0.31039 3.93954 -1.23174  0.55
O: 2.13227 -1.55713 -1.19468  -0.60
S: 1.12798 -1.35947 -2.28395  0.58
C: 1.63206 0.18602 -3.06716  0.05
C: 2.82414 0.77094 -2.67367  -0.31
C: 3.17562 2.00807 -3.19409  -0.62
C: 2.33438 2.65346 -4.09135  -0.44
C: 1.12752 2.07086 -4.45608  -0.85
C: 0.76644 0.83858 -3.93114  -0.07
C: 1.70793 -2.47942 -3.58114  0.17
C: 1.15866 -2.47306 -4.85648  -0.18
C: 1.58968 -3.40097 -5.79075  -0.73
C: 2.55114 -4.34330 -5.44364  -0.39
C: 3.07455 -4.35687 -4.15917  -0.71
C: 2.65307 -3.42468 -3.21965  -0.33
H: 3.42407 0.26816 -1.92443  0.42
H: 4.08972 2.48918 -2.86839  0.36
H: 2.60212 3.63102 -4.47375  0.38
H: 0.45116 2.59295 -5.12217  0.34
H: -0.20221 0.40732 -4.15669  0.50
H: 0.39915 -1.74681 -5.11957  0.30
H: 1.16888 -3.39622 -6.78922  0.37
H: 2.88062 -5.07421 -6.17242  0.35
H: 3.80742 -5.10351 -3.87945  0.38
H: 3.02486 -3.41845 -2.20219  0.49
C: -0.20190 -0.93550 2.31261  -0.76
Ge: -1.67675 0.25687 2.19213  1.21
C: -3.07249 0.02923 0.79977  -0.01
C: -3.94429 -1.05513 0.88776  -0.16
C: -4.91195 -1.29048 -0.08083  -0.70
C: -5.02366 -0.43737 -1.17019  -0.42
C: -4.15226 0.63820 -1.28490  -0.73
C: -3.18490 0.86212 -0.31303  -0.04
C: -1.18718 2.18054 2.16434  0.08
C: 0.09391 2.54236 2.58055  -0.23
C: 0.47182 3.87811 2.65712  -0.45
C: -0.42994 4.88002 2.32497  -0.51
C: -1.71456 4.53735 1.92138  -0.75
C: -2.08603 3.19973 1.84960  0.05
C: -2.70672 0.12407 3.89232  -0.33
C: -2.02035 -0.19503 5.06657  -0.58
C: -2.67428 -0.25701 6.29060  -0.64
C: -4.03759 -0.00140 6.36779  -0.36
C: -4.73821 0.31387 5.21166  -0.71
C: -4.07504 0.37439 3.99096  -0.07
H: -0.35457 -1.71396 3.06698  0.42
H: -3.85075 -1.74542 1.72023  0.40
H: -5.56611 -2.15084 0.00686  0.36
H: -5.77190 -0.62013 -1.93377  0.34
H: -4.21294 1.29740 -2.14462  0.37
H: -2.48481 1.67927 -0.43992  0.27
H: 0.80949 1.75484 2.79570  0.23
H: 1.48256 4.13509 2.95565  0.38
H: -0.13071 5.92162 2.36992  0.37
H: -2.42765 5.31228 1.65920  0.37
H: -3.09587 2.94988 1.53847  0.37
H: -0.95738 -0.40489 5.00881  0.38
H: -2.11909 -0.51007 7.18737  0.37
H: -4.55090 -0.05164 7.32181  0.34
H: -5.80399 0.51155 5.25960  0.37
H: -4.63727 0.61597 3.09429  0.28

=====

- Among the records above, which one has the lowest energy above the lowest of the compared OMol25 structures with the same formula, charge and spin?
  C43H35CuGeOPTe

=====

- Among the records above, which one has the lowest calculated total energy?
  C43H35CuGeOPTe

=====

- Which formula does entry 2 have?
  C43H35GeN2O3RhS3

=====

- Which of these has the lowest net charge?
  C43H35GeN2O3RhS3